Density functional theory data (the ωB97M-V functional and the def2-TZVPD basis) for C13H20 as an isolated structure at a distorted geometry.

Calculated values
electronic energy: -13797.973 eV
HOMO energy: -6.86 eV
ΔE to the lowest compared entry with this formula, charge and spin: 659.2 kJ/mol
multiplicity: 1

```
33
Properties=species:S:1:pos:R:3:nbo_charge:R:1
C 2.12588 -1.72004 -0.73825 -0.49
C 1.12596 -1.42189 0.09000 -0.08
C 1.09371 1.38982 -1.65884 -0.43
C 0.72970 -0.14582 0.54919 -0.01
C 0.23902 1.30465 -0.41442 0.03
C 1.58215 1.43419 -0.22629 0.10
C -0.58715 0.55361 0.59707 -0.08
C 0.47271 -2.59426 0.72927 -0.62
C 2.72627 1.89929 0.56444 -0.62
C -1.00528 1.28594 1.94548 -0.61
C -3.05647 0.46665 -0.02145 -0.60
C -1.48002 -0.83767 -1.48919 -0.65
C -1.75774 -0.30727 -0.03709 -0.20
H 2.42224 -2.72611 -0.79378 0.19
H 2.80145 -0.98303 -1.22919 0.19
H 1.27831 0.54733 -2.41579 0.21
H 1.24717 2.29215 -2.22724 0.21
H -0.04095 -2.29822 1.66260 0.22
H -0.47048 -2.91708 0.11633 0.21
H 1.16478 -3.42416 0.85677 0.23
H 3.06291 2.74421 0.03924 0.22
H 3.43434 1.13925 0.59498 0.24
H 2.40084 2.17182 1.64535 0.23
H -1.77272 2.04262 1.75137 0.21
H -0.10560 1.82940 2.46683 0.23
H -1.61749 0.56528 2.56064 0.22
H -3.37783 0.84278 0.89258 0.21
H -3.77557 -0.22254 -0.40128 0.21
H -2.94477 1.23121 -0.74361 0.20
H -2.21894 -1.65552 -1.65882 0.23
H -0.43536 -1.42404 -1.60960 0.24
H -1.34495 0.03693 -2.08822 0.22
H -1.91613 -1.09946 0.69093 0.20
```